Formula: C9H19ClN4O8P2
Source: OMol25
Level of theory: ωB97M-V/def2-TZVPD

E = -63062.4496 eV
gap between HOMO and LUMO = 4.04 eV
LUMO = -0.0966 Ha

Cartesian coordinates (Å):
C: -0.88 3.71 1.88
C: -0.73 2.58 2.86
C: -1.41 1.10 2.47
N: -1.44 0.93 0.99
C: -2.75 1.24 0.33
O: -2.85 0.55 -0.99
C: -3.32 1.49 -2.03
C: -0.75 -0.29 0.46
N: 0.44 -0.07 -0.26
C: 1.09 1.26 -0.50
C: 1.37 1.35 -2.26
C: 0.27 2.41 -3.09
O: 0.22 0.76 -3.15
N: -1.16 -1.74 0.58
Cl: -2.59 -1.98 1.52
P: 0.08 -2.77 1.34
P: 0.83 -4.10 -0.26
O: -0.06 -5.43 -0.18
O: 2.52 -4.49 -0.09
O: 0.54 -3.44 -1.88
H: 0.10 4.16 1.38
H: -1.89 4.23 1.60
H: -0.16 2.63 3.88
H: -0.93 0.23 3.09
H: -2.54 1.19 2.85
H: -2.76 2.41 0.07
H: -3.71 1.06 1.00
H: -2.47 2.23 -2.36
H: -3.64 0.90 -3.02
H: -4.21 2.18 -1.64
H: 0.94 -0.91 -0.68
H: 2.18 1.22 -0.04
H: 0.49 2.21 -0.22
H: 2.55 1.31 -2.67
H: 1.13 2.88 -3.72
H: -0.28 2.86 -2.16
H: 1.19 -1.91 1.68
H: 2.77 -4.55 0.88
H: -0.29 -2.88 -1.82
N: 5.53 -3.64 1.05
O: 6.15 -3.89 0.00
O: 5.70 -2.56 1.62
O: 4.75 -4.49 1.52

***

Formula: CH3IO
Source: OMol25
Level of theory: ωB97M-V/def2-TZVPD

E = -11230.0474 eV
gap between HOMO and LUMO = 9.06 eV
relative energy (zero: lowest compared OMol25 entry of this formula, charge and spin) = 2.9874 eV
LUMO = 0.0001 Ha

Cartesian coordinates (Å):
C: 1.98 0.11 -0.32
O: 1.64 0.62 0.80
I: 3.02 1.45 -1.71
H: 0.16 2.46 -0.56
H: 0.39 2.32 -1.29
H: 1.94 1.50 0.83

***

Formula: C6H8
Source: OMol25
Level of theory: ωB97M-V/def2-TZVPD

E = -6345.3756 eV
gap between HOMO and LUMO = 7.98 eV
relative energy (zero: lowest compared OMol25 entry of this formula, charge and spin) = 5.4083 eV
LUMO = -0.0279 Ha

Cartesian coordinates (Å):
C: -1.73 0.96 0.18
C: -0.59 0.22 0.20
C: 1.98 0.35 -0.55
C: 2.13 -0.47 0.70
C: 0.91 0.48 0.50
C: -0.75 -1.24 -0.07
H: -2.62 0.41 0.01
H: 2.66 1.12 -0.87
H: 1.40 -0.30 -1.37
H: -1.92 2.10 0.41
H: 0.93 1.35 1.11
H: -0.97 -1.70 0.89
H: 0.13 -1.72 -0.46
H: -1.57 -1.58 -0.66